Molecular formula: C82H145N8O28P7
Method: DFT, ωB97M-V with the def2-TZVPD basis set

XYZ file:
```
270
Properties=species:S:1:pos:R:3:forces:R:3
N 2.80112 4.94764 1.19122 -0.5 1.6 2.0
C 2.82523 5.62600 2.37250 0.4 -1.0 0.5
C 2.22019 6.88744 2.58664 1.6 -0.8 1.5
C 1.62893 7.48844 1.53282 -1.2 0.7 -1.7
C 1.53370 6.82043 0.28774 0.5 1.2 2.8
C 2.12051 5.60473 0.24203 0.5 -2.3 -2.8
H 3.35462 5.12168 3.23646 -0.6 0.6 -1.1
H 2.37728 7.41898 3.55710 -0.3 -0.7 -0.9
H 1.19791 8.47869 1.62857 0.0 0.0 0.0
H 1.10177 7.31272 -0.53483 -0.6 0.2 -1.0
H 2.09194 5.07191 -0.73817 0.0 0.3 0.8
N -3.72140 -0.26406 0.08121 -1.5 -1.1 0.2
C -3.78020 -1.59216 -0.10857 1.5 1.7 0.0
C -3.04679 -2.23331 -1.07583 -1.0 0.6 0.3
C -2.47385 -1.48217 -2.07693 -0.2 -0.8 1.4
C -2.54487 -0.12858 -1.95674 0.6 -0.5 -1.6
C -3.16671 0.40633 -0.89376 -0.6 2.5 0.9
H -4.37709 -2.12259 0.55336 -0.8 -1.0 1.4
H -3.05882 -3.27490 -0.98007 0.2 -1.5 -0.6
H -2.00795 -2.00750 -2.84480 0.9 -0.4 -1.4
H -2.14386 0.46711 -2.72683 0.4 0.8 -0.8
H -3.32580 1.49387 -0.83829 0.5 -0.3 0.1
N 7.58733 2.30229 -1.00135 0.5 0.2 -0.2
C 6.66260 3.08105 -0.47693 -0.6 1.5 -0.5
C 5.80023 2.71575 0.55814 1.1 0.9 -1.2
C 6.03365 1.52047 1.15025 -1.4 -1.7 1.8
C 7.10790 0.75864 0.75205 0.2 0.5 -1.3
C 7.81401 1.15940 -0.37712 -0.2 -0.4 0.6
H 6.56564 4.09488 -0.94843 -0.1 -1.0 0.4
H 5.04841 3.41199 0.80634 -1.0 0.4 0.5
H 5.31310 1.07826 1.89448 0.9 0.8 -0.6
H 7.36155 -0.16070 1.19670 0.1 -1.0 0.6
H 8.55786 0.50041 -0.79138 0.3 0.0 -0.1
N 4.04926 -6.04066 2.74261 0.5 -0.1 -0.8
C 4.56068 -5.04865 2.04900 0.5 0.8 -0.9
C 4.20852 -3.68219 2.19081 0.3 -0.9 -0.1
C 3.37503 -3.36563 3.21763 -2.5 -0.4 0.9
C 2.82630 -4.44352 3.99509 1.0 2.5 -0.4
C 3.16737 -5.71179 3.66596 -0.7 -0.6 0.9
H 5.26510 -5.33345 1.26392 -0.1 0.1 0.1
H 4.51473 -2.92418 1.48841 0.3 0.0 -0.1
H 2.82967 -2.39365 3.31313 1.1 -0.6 0.1
H 2.22556 -4.18061 4.85254 -0.5 -0.3 -0.1
H 2.65670 -6.52135 4.15099 0.0 -0.5 0.3
N 2.56970 3.34186 -2.37618 -1.6 0.9 0.1
C 3.60491 2.59788 -2.16529 1.2 -1.5 0.0
C 4.54957 2.26111 -3.15241 1.0 -0.2 1.0
C 4.39267 2.73092 -4.43971 0.3 0.7 -1.6
C 3.28146 3.54679 -4.66564 -0.7 -0.3 -1.2
C 2.41757 3.78693 -3.60014 -0.4 1.0 -2.4
H 3.60426 2.15003 -1.17952 0.7 -0.1 0.1
H 5.44646 1.73129 -2.79362 -0.5 0.0 -0.5
H 5.06163 2.57117 -5.34457 -0.6 -0.2 1.7
H 2.94637 3.87333 -5.72086 0.8 -0.4 1.9
H 1.52893 4.33697 -3.91616 0.1 0.1 1.0
N -4.45238 -6.12151 2.92851 1.0 -2.6 0.6
C -5.64250 -5.66308 3.16152 -2.1 1.1 -0.4
C -6.73428 -6.37632 3.73852 0.6 -0.1 0.4
C -6.54573 -7.69507 4.15344 1.3 1.8 -0.9
C -5.26355 -8.18947 3.94773 0.6 -1.4 0.0
C -4.29738 -7.41666 3.34343 2.2 -0.4 -0.8
H -5.77516 -4.66606 2.72050 -0.4 -0.1 0.6
H -7.67812 -5.89022 3.95163 0.1 0.1 -0.4
H -7.31786 -8.27042 4.57309 -0.8 -0.6 0.5
H -4.95224 -9.23215 4.18684 -0.6 0.9 -0.1
H -3.28976 -7.95324 3.11515 -1.7 1.4 0.4
N 2.20616 0.25941 0.65517 1.6 0.4 -0.1
C 1.71887 1.47048 0.87071 -0.5 0.9 -0.1
C 0.37503 1.68804 1.09682 -0.3 -0.4 0.4
C -0.51249 0.61202 1.08896 -0.6 0.2 -0.8
C -0.00625 -0.61509 0.66651 0.0 0.1 1.3
C 1.38644 -0.75995 0.57906 -1.4 -0.6 -1.1
H 2.34581 2.38455 0.85265 0.1 -0.9 0.1
H 0.07433 2.68411 1.34277 -0.4 0.5 0.1
H -1.60990 0.74052 1.26440 1.2 -0.1 0.0
H -0.67318 -1.46585 0.61048 0.1 -0.1 -0.2
H 1.77796 -1.73679 0.28110 0.1 0.2 0.4
N 0.64897 -4.05186 0.61023 1.1 -0.2 -0.3
C 0.30392 -4.99359 -0.27196 0.7 0.9 -1.6
C -0.84855 -5.71526 -0.18407 -0.6 -1.1 -1.0
C -1.67780 -5.63675 0.90832 1.2 1.8 0.4
C -1.26294 -4.71710 1.87851 0.3 -0.5 -0.5
C -0.08891 -3.94347 1.69413 -1.8 -0.9 0.8
H 0.87159 -5.10526 -1.24762 -0.2 0.4 1.4
H -1.11364 -6.28878 -1.06210 0.0 -0.4 0.1
H -2.61257 -6.13097 0.94426 -0.7 -0.5 0.3
H -1.86446 -4.64300 2.75254 -0.2 0.4 0.7
H 0.15775 -3.24401 2.49307 0.3 0.1 -0.4
C -1.67671 -1.08057 -8.89327 -0.9 0.8 1.1
C -0.85022 0.15281 -8.47254 -0.9 -0.6 1.1
O -1.68561 1.34924 -8.19464 0.3 -1.2 -1.0
P -1.96195 2.03747 -6.81728 0.2 -0.4 -1.3
O -2.61413 3.33388 -7.08281 0.1 -0.8 0.9
O -0.52744 1.97482 -6.17331 0.0 0.3 1.0
C -0.38435 2.26529 -4.73902 0.6 1.5 -0.7
C 0.47639 1.21020 -4.11802 1.4 0.5 0.7
O -2.73244 0.94114 -5.92717 0.1 0.7 -0.2
C -4.14888 0.79884 -6.09454 -0.6 1.9 -0.5
C -4.72574 0.44728 -4.78593 -1.6 -1.8 -0.1
H -2.42152 -1.21938 -8.06992 0.6 -0.5 -0.5
H -2.27546 -0.85645 -9.76523 0.0 0.1 -0.4
H -1.07410 -1.98411 -9.08983 -0.1 0.6 0.4
H -0.28794 -0.10801 -7.55844 0.0 0.3 -0.6
H -0.23373 0.44428 -9.28507 0.9 0.4 -0.5
H 0.14557 3.27855 -4.72033 -1.2 -1.3 0.3
H -1.38238 2.31297 -4.29811 0.1 0.2 0.1
H 1.55622 1.45539 -4.34896 -1.1 -0.7 0.0
H 0.43153 1.21687 -3.00886 -0.2 0.2 -0.5
H 0.19218 0.22574 -4.45471 0.0 -0.3 -0.3
H -4.61304 1.74198 -6.48382 0.7 -0.5 0.3
H -4.36277 0.06187 -6.83648 0.1 -0.7 -0.5
H -4.44400 -0.57527 -4.53816 0.1 -0.1 0.3
H -4.44293 1.07613 -4.00406 0.8 1.2 1.2
H -5.83044 0.46330 -4.77411 0.4 0.0 -0.4
C 1.83553 7.51616 -4.11515 -0.2 -1.3 -0.7
C 0.48490 7.43527 -4.78625 -1.0 0.8 -1.5
O -0.16383 6.17854 -4.53087 -0.1 0.0 -0.4
P -1.05703 6.06842 -3.25831 -2.0 1.8 1.2
O -1.39076 7.36812 -2.58091 0.2 -1.6 -1.3
O -2.25498 5.07019 -3.59698 0.2 0.8 -1.2
C -3.13270 5.27881 -4.76138 -1.0 0.1 0.4
C -3.68038 6.73928 -4.77603 0.6 -0.6 0.5
O -0.20108 5.13467 -2.40840 0.9 -2.1 1.8
C -0.77250 4.16209 -1.46005 -0.4 1.3 -0.9
C -1.55441 4.84801 -0.39126 -1.2 0.2 0.3
H 2.29705 6.52425 -4.12953 -0.1 0.0 0.1
H 2.51279 8.13192 -4.66680 0.3 0.8 -0.2
H 1.72514 7.81729 -3.09835 0.1 0.4 0.7
H -0.20947 8.23763 -4.39388 0.9 -0.7 -0.8
H 0.50708 7.39139 -5.92058 0.3 0.7 1.4
H -2.63459 5.09752 -5.73059 0.1 -0.3 0.8
H -3.89314 4.45084 -4.57549 0.7 1.4 -0.6
H -2.91290 7.43887 -5.15010 -0.3 -0.4 0.0
H -4.57084 6.83069 -5.38548 -0.1 -0.1 -0.2
H -3.90142 7.08062 -3.76270 -0.2 -0.1 0.0
H -1.38098 3.43327 -1.98897 0.3 -0.2 -0.2
H 0.11683 3.79728 -1.02204 0.7 -1.1 0.3
H -0.87920 5.53644 0.05652 0.6 0.4 1.0
H -2.40970 5.49962 -0.67001 0.3 -0.8 -0.4
H -1.91509 4.07335 0.30616 0.2 0.4 0.0
C -2.40563 4.93288 4.66770 -0.2 1.2 -0.8
C -0.90622 4.76375 4.50848 0.2 -0.5 0.3
O -0.61991 3.34931 4.76380 1.1 -0.2 0.7
P 0.34097 2.87450 6.01909 -1.4 0.8 -0.7
O 1.07619 4.02806 6.54756 -0.1 -0.1 0.4
O -0.65132 2.06422 6.96217 1.3 0.0 -0.3
C -1.50192 2.69561 7.88833 -1.1 -0.8 -0.7
C -2.32996 1.61507 8.54503 -0.1 0.5 0.1
O 1.16848 1.63980 5.55952 0.9 -0.1 -1.9
C 1.69551 1.61006 4.11776 -1.8 -0.3 1.3
C 3.10614 1.20610 4.07261 0.4 -3.4 -1.1
H -2.88409 4.27553 3.96475 -0.3 -0.4 -0.4
H -2.88577 4.70595 5.62523 0.7 0.1 0.1
H -2.67651 5.97155 4.35010 0.1 -0.7 0.4
H -0.56840 5.01795 3.48227 -0.4 -0.4 0.3
H -0.29636 5.40087 5.15267 -0.2 -0.2 0.3
H -0.98768 3.35407 8.54840 0.7 0.1 0.8
H -2.16248 3.30580 7.32769 -0.9 0.9 -0.6
H -1.67112 0.85942 8.91857 0.3 -0.6 0.4
H -2.83099 2.10125 9.37246 -0.3 -0.2 0.4
H -3.07602 1.13162 7.89865 0.3 0.4 -0.1
H 1.08978 0.81335 3.69437 -0.1 0.1 -0.2
H 1.43567 2.57241 3.66467 0.3 -0.2 0.0
H 3.80221 1.94857 4.23405 1.4 1.8 0.7
H 3.32594 0.31373 4.75363 -0.4 1.2 -0.8
H 3.32669 0.82241 3.01804 -0.4 0.4 1.3
C -8.93550 1.21653 7.00518 0.8 0.4 -0.7
C -8.08534 1.14010 5.70528 -1.3 0.3 0.7
O -6.68624 1.04735 5.88798 0.1 -0.7 1.7
P -5.78309 1.97845 5.03014 -1.2 0.1 -0.5
O -4.36860 1.97220 5.25628 2.2 -0.4 0.8
O -6.26818 1.51123 3.63951 -0.4 -0.1 -1.6
C -5.55187 1.40730 2.38530 -0.7 -0.8 0.1
C -4.53050 2.42585 2.21203 1.3 2.2 -0.4
O -6.44784 3.37430 5.26626 -0.9 1.2 -0.3
C -6.07711 4.17060 6.40768 0.8 0.8 -1.8
C -5.88622 5.63017 5.95577 -1.4 -0.8 1.7
H -8.97186 0.31460 7.63746 0.3 0.3 -0.4
H -8.64008 2.09604 7.60434 -0.2 -0.4 -0.2
H -9.91890 1.39808 6.58178 -0.4 0.0 0.4
H -8.37691 0.28126 5.15277 -0.3 -1.0 -0.5
H -8.37881 1.98964 5.06362 0.4 -0.1 0.4
H -5.11050 0.39305 2.30610 -0.5 0.6 0.0
H -6.28894 1.59381 1.60624 -0.3 -0.6 0.1
H -4.90543 3.47376 2.21481 -0.1 -0.7 0.3
H -3.72511 2.35226 2.91787 0.3 0.0 0.5
H -4.07147 2.34716 1.24006 0.1 -0.4 -0.5
H -6.77148 4.08281 7.21916 -0.8 -0.1 0.2
H -5.15379 3.76450 6.72386 1.2 -0.2 0.7
H -5.75828 6.14383 6.93363 0.1 0.4 -0.9
H -5.11347 5.81019 5.24528 1.0 -0.2 -0.1
H -6.79567 5.95830 5.45758 -0.3 0.2 0.3
C 4.14570 -8.17563 -1.59610 1.1 -0.4 -1.3
C 3.35983 -6.96277 -1.28893 -0.2 -0.1 2.3
O 4.04479 -5.76696 -1.57365 0.1 0.8 -1.9
P 3.92985 -5.18982 -3.08102 -4.8 1.2 1.4
O 2.47135 -5.18118 -3.55223 3.4 -0.6 0.6
O 4.89544 -5.98445 -3.98910 2.1 0.2 -0.5
C 6.36887 -6.05538 -3.70907 0.1 -1.0 -0.2
C 6.83130 -7.48990 -4.10732 -0.6 0.8 -2.2
O 4.47105 -3.73415 -2.81057 0.2 -0.1 -1.0
C 3.80986 -2.88362 -1.79312 -0.1 -1.2 -0.2
C 4.42586 -1.53315 -1.88268 0.8 0.2 -1.0
H 5.14877 -8.15563 -1.06700 -1.1 -0.2 -1.0
H 3.51814 -8.93073 -1.20052 -0.2 -1.3 0.7
H 4.15621 -8.41702 -2.71833 0.5 0.6 1.5
H 2.34166 -7.10215 -1.63759 -0.1 0.8 -0.7
H 3.25301 -6.86767 -0.19725 -0.1 -0.4 -0.1
H 6.93733 -5.24959 -4.20830 -0.8 -0.4 -0.3
H 6.55203 -5.87578 -2.65830 -0.3 -0.1 0.4
H 6.29528 -8.25241 -3.55472 0.1 0.0 0.3
H 6.57215 -7.66664 -5.21075 0.2 0.3 1.5
H 7.91937 -7.64751 -4.08101 -0.4 0.3 0.5
H 2.66198 -2.93340 -1.84543 1.9 0.0 -0.1
H 4.19811 -3.36659 -0.90486 -0.7 0.1 0.7
H 4.25313 -1.02813 -2.84094 0.1 -0.3 0.0
H 3.91280 -0.94077 -1.17163 -0.2 0.9 1.1
H 5.52968 -1.57227 -1.69004 -1.0 0.1 -0.1
C 2.90023 -2.07167 6.86731 1.9 -1.8 0.8
C 1.72394 -1.39965 7.35026 -3.1 0.6 -0.2
O 0.55588 -2.23507 6.90679 0.6 0.5 0.0
P -0.12419 -1.95157 5.51341 -1.4 -0.1 0.2
O 0.60386 -1.54811 4.31621 1.2 0.3 -0.3
O -0.82376 -3.34791 5.21009 -0.2 0.3 0.6
C -1.57141 -3.95133 6.28887 -1.1 -1.7 -2.8
C -2.26229 -5.18338 5.67149 -0.8 -0.8 1.5
O -1.27794 -0.94488 5.91654 0.4 -0.5 -0.1
C -2.11642 -0.32604 4.89454 0.4 -0.7 -0.1
C -2.56732 -1.28694 3.76551 0.9 1.9 0.3
H 2.82023 -2.26984 5.81029 0.2 0.2 -0.4
H 3.76441 -1.45229 7.11173 0.3 -0.2 -0.2
H 3.01731 -3.06880 7.37874 0.0 0.9 -0.5
H 1.58638 -1.37512 8.44379 0.3 0.3 -0.5
H 1.58267 -0.42211 6.84949 0.1 -0.2 0.7
H -0.89687 -4.18328 7.05243 0.8 -0.4 1.4
H -2.41233 -3.37555 6.61538 0.0 1.1 0.4
H -1.67112 -6.09003 5.44570 0.1 0.9 -0.3
H -2.99472 -5.55248 6.41656 0.4 0.1 0.2
H -2.97769 -4.92345 4.89577 0.6 0.2 -0.6
H -2.94482 -0.02568 5.53308 -0.1 0.5 -0.7
H -1.54511 0.50545 4.45079 -0.4 0.0 0.4
H -1.72520 -1.49013 3.07225 -0.6 -0.3 0.5
H -3.03103 -2.13967 4.21038 -0.3 -0.8 -0.1
H -3.29134 -0.67343 3.22756 -0.2 -0.3 -0.2
C 2.97068 1.54700 -8.28148 -0.7 1.3 2.2
C 3.21345 0.10468 -8.35740 -0.1 -2.5 -1.2
O 2.76929 -0.50648 -7.10052 0.4 1.1 -1.1
P 2.07903 -1.90741 -7.07354 0.0 0.6 2.1
O 1.20905 -2.26776 -8.15938 -0.8 -0.4 -1.7
O 3.27285 -2.87115 -6.78196 0.4 1.2 0.5
C 3.12972 -4.25766 -6.70009 -0.4 -1.1 -2.4
C 4.47916 -4.78061 -7.00169 -0.9 -1.2 0.1
O 1.28649 -1.75075 -5.72769 -0.6 -0.5 1.0
C 1.73656 -1.94820 -4.35915 0.1 -0.6 0.1
C 0.64193 -2.77530 -3.60649 0.8 0.6 -2.4
H 3.64655 2.02973 -7.55764 0.1 0.0 -0.5
H 2.93206 2.11471 -9.20929 0.0 -0.3 0.0
H 2.00250 1.58239 -7.71869 0.3 0.5 -0.9
H 2.62042 -0.29752 -9.23586 0.5 0.0 1.1
H 4.23566 -0.28198 -8.45488 0.0 0.6 -0.3
H 2.70255 -4.63310 -5.81500 -0.4 0.1 1.6
H 2.47548 -4.60071 -7.50964 -0.2 0.2 0.0
H 4.75635 -4.43790 -7.97013 0.6 0.0 -0.7
H 5.10693 -4.49847 -6.23194 1.8 1.2 1.3
H 4.48504 -5.84390 -6.87890 -0.1 -0.9 -0.6
H 2.69792 -2.49563 -4.36756 -0.5 0.2 0.0
H 1.94161 -0.94242 -3.94969 -0.3 -0.5 0.0
H 0.69231 -2.75022 -2.57962 0.4 0.7 2.6
H -0.32301 -2.40513 -3.89102 -0.5 0.2 -0.3
H 0.72442 -3.83493 -3.78467 0.0 -0.2 -0.8
```
Positions in Å, forces in eV/Å.

Results
multiplicity: 1
energy relative to the best compared isomer or geometry (same formula, charge and spin): 55.4 kcal per mole
LUMO: 0.35 eV
Kohn-Sham gap: 0.3526 hartree
DFT total energy: -8146.350119 Eh
HOMO level: -9.2 eV

Atomic partial charges in e from the Mulliken method, atoms 1 to 99: atom 1 (N): -0.034, atom 2 (C): -0.136, atom 3 (C): -0.828, atom 4 (C): -0.525, atom 5 (C): -1.111, atom 6 (C): 0.558, atom 7 (H): 0.357, atom 8 (H): 0.391, atom 9 (H): 0.428, atom 10 (H): 0.466, atom 11 (H): 0.317, atom 12 (N): 0.257, atom 13 (C): -1.037, atom 14 (C): -1.164, atom 15 (C): -0.712, atom 16 (C): -0.312, atom 17 (C): -0.502, atom 18 (H): 0.726, atom 19 (H): 0.710, atom 20 (H): 0.707, atom 21 (H): 1.002, atom 22 (H): 0.285, atom 23 (N): -0.604, atom 24 (C): -0.434, atom 25 (C): -0.281, atom 26 (C): 0.379, atom 27 (C): -0.735, atom 28 (C): -0.347, atom 29 (H): 0.351, atom 30 (H): 0.522, atom 31 (H): 0.289, atom 32 (H): 0.480, atom 33 (H): 0.406, atom 34 (N): -0.651, atom 35 (C): -0.466, atom 36 (C): -0.280, atom 37 (C): 0.464, atom 38 (C): -0.036, atom 39 (C): -0.534, atom 40 (H): 0.389, atom 41 (H): 0.612, atom 42 (H): -0.087, atom 43 (H): 0.219, atom 44 (H): 0.372, atom 45 (N): 1.042, atom 46 (C): -0.256, atom 47 (C): -0.601, atom 48 (C): -1.078, atom 49 (C): -0.738, atom 50 (C): -0.600, atom 51 (H): 0.603, atom 52 (H): 0.483, atom 53 (H): 0.272, atom 54 (H): 0.319, atom 55 (H): 0.321, atom 56 (N): -0.071, atom 57 (C): -0.054, atom 58 (C): -0.626, atom 59 (C): -0.395, atom 60 (C): -0.581, atom 61 (C): 0.041, atom 62 (H): 0.318, atom 63 (H): 0.383, atom 64 (H): 0.449, atom 65 (H): 0.327, atom 66 (H): 0.223, atom 67 (N): 0.594, atom 68 (C): -0.226, atom 69 (C): -1.639, atom 70 (C): -0.707, atom 71 (C): 0.603, atom 72 (C): -1.116, atom 73 (H): 0.537, atom 74 (H): 1.031, atom 75 (H): 0.115, atom 76 (H): 0.290, atom 77 (H): 0.494, atom 78 (N): 0.647, atom 79 (C): -0.041, atom 80 (C): -1.010, atom 81 (C): -0.709, atom 82 (C): -0.982, atom 83 (C): -1.243, atom 84 (H): 0.048, atom 85 (H): 0.543, atom 86 (H): 0.680, atom 87 (H): 0.777, atom 88 (H): 1.277, atom 89 (C): -1.187, atom 90 (C): 0.437, atom 91 (O): -0.452, atom 92 (P): 0.620, atom 93 (O): -0.931, atom 94 (O): 0.410, atom 95 (C): 0.464, atom 96 (C): -0.335, atom 97 (O): 0.226, atom 98 (C): -0.465, atom 99 (C): -1.130